(1)
{
  "formula": "C26H40NO",
  "method": "ωB97M-V/def2-TZVPD",
  "energy_ha": -1143.7104,
  "gap_ev": 7.0,
  "total_charge": 1,
  "symbols": ["H", "C", "H", "H", "H", "C", "H", "C", "H", "H", "C", "H", "C", "H", "C", "C", "H", "H", "C", "H", "C", "H", "H", "H", "C", "H", "C", "C", "C", "H", "H", "H", "H", "O", "C", "H", "C", "H", "H", "H", "H", "H", "H", "C", "H", "C", "H", "C", "C", "H", "H", "H", "C", "H", "H", "C", "H", "H", "H", "C", "N", "C", "H", "C", "H", "C", "H", "C"],
  "xyz": [[-1.74142, 4.00085, -0.50502], [1.62622, 2.07618, 0.68005], [1.90924, 1.54176, 3.98118], [2.34255, -6.25053, 0.46859], [-3.45797, 3.03811, -3.07355], [2.01810, 0.93289, 0.16639], [-1.23643, -3.09549, 1.30541], [-1.15379, -3.82076, -1.45842], [1.92695, 0.95553, -0.89175], [1.79099, -6.64518, -1.13454], [-0.31207, 3.39976, 3.55733], [2.09544, 3.90789, 3.23643], [0.17490, -4.52031, -1.51336], [-0.98700, -1.49036, -2.46388], [-1.00970, -0.02725, -0.95678], [1.09602, 3.60524, 2.75451], [-2.65257, 1.97731, -1.16691], [-2.94449, 0.87828, -2.57094], [-1.30591, 3.04424, 2.67843], [-1.45578, -0.93358, 2.54133], [-1.69431, 3.91067, -2.64911], [-2.09764, 3.41402, 3.13361], [3.87471, -5.67573, -1.27446], [3.15310, -1.13894, -0.72022], [2.20353, 0.19172, 2.28602], [0.78472, -3.86603, -1.90258], [-1.09223, -1.13411, 1.10506], [3.12522, -5.01432, -1.07366], [-0.80916, 0.13481, 0.55982], [0.82120, 4.28961, 1.84842], [-0.38806, 4.32762, 3.77722], [-0.36615, 2.08923, -1.41245], [-1.78179, 4.88184, -3.54555], [-0.95588, 1.37966, 0.99157], [-2.42912, 1.61751, -2.02574], [-2.58594, 1.29505, 2.23486], [-1.35152, 1.57183, 2.37624], [0.09506, -5.28008, -2.38029], [-1.29203, 5.61177, -1.36277], [2.91506, -2.10957, 0.86151], [-2.06147, 2.50832, -3.94074], [-0.36745, 3.82844, -2.51151], [3.46225, -4.08595, -0.42877], [2.05362, -5.76520, -0.54414], [-0.95031, 0.90399, 3.06853], [2.25010, -0.21957, 0.71934], [2.88293, -4.45322, -2.16191], [0.99657, -4.90955, -0.26270], [2.44061, -1.59023, 0.16404], [0.07755, -5.58648, 0.31443], [2.42608, -0.73390, 2.74403], [-0.43877, 0.87767, -2.66200], [1.89925, 1.33120, 2.87831], [1.55895, -1.82960, -0.22959], [1.28590, 3.13204, 0.20157], [-0.83781, 1.20028, -1.62824], [0.99951, -4.31772, 0.40890], [-3.13483, 4.76300, -1.20473], [-1.78764, -3.65138, -2.27048], [-1.32380, -2.37434, 0.51169], [1.38296, 2.11131, 2.03947], [-2.28956, 2.82353, -3.10231], [-1.80169, -4.39626, -0.79937], [-1.09560, -2.41290, -0.67427], [-1.57894, 3.67556, 1.57292], [-0.86427, -1.27558, -1.54159], [0.00199, 2.76205, 4.21992], [-2.03824, 4.61336, -1.34280]],
  "forces_ev_per_a": [[0.3, -0.2, 0.4], [-3.0, 5.2, 3.7], [0.0, -0.3, -1.3], [0.1, 0.7, -1.4], [1.9, 0.1, -0.9], [-0.1, 0.9, -6.5], [-0.9, -1.2, -0.5], [-0.3, 1.3, 4.7], [0.5, 0.0, -1.4], [-0.1, 0.3, -0.3], [7.2, 0.8, -4.9], [-1.8, -0.5, -0.5], [-1.6, -2.4, -1.1], [-0.2, -0.7, -6.6], [4.2, -0.5, 4.1], [-0.6, -1.1, -3.0], [-3.1, 2.0, 5.5], [-0.7, -1.2, 0.4], [-1.5, -1.5, -6.8], [1.3, -1.3, -4.3], [7.6, 10.1, 0.2], [-4.7, 0.6, 2.1], [2.8, -1.1, -0.6], [-1.3, -2.3, 1.6], [2.1, -7.0, -3.7], [3.3, 3.9, -2.9], [-1.3, 5.3, 6.8], [1.5, 5.7, -3.1], [-3.5, -5.5, -4.0], [0.9, -1.1, 1.7], [-1.0, 6.1, 3.0], [1.1, 1.4, 1.7], [0.4, -2.9, 2.4], [1.0, 0.5, 1.6], [6.5, 0.4, -6.1], [3.2, 0.4, 1.1], [-6.3, 0.5, -3.4], [0.4, 0.3, 1.9], [-2.6, -2.4, 0.5], [1.9, -3.0, 2.4], [2.3, -3.1, -8.1], [-3.6, 0.0, -0.8], [-0.4, -2.1, -0.9], [1.1, -3.8, 3.0], [1.0, -0.9, 1.0], [-0.8, 0.5, 8.6], [0.4, -1.6, 2.7], [-10.3, -9.1, -6.1], [3.5, 7.3, -3.0], [2.2, 1.0, -1.1], [0.5, -0.4, 1.6], [-0.2, 0.9, 1.2], [0.6, -3.3, 3.1], [-3.5, -1.8, -1.6], [1.0, -3.2, 0.6], [-3.7, -1.3, -7.2], [1.3, 8.6, 8.1], [0.8, 0.6, -0.3], [-0.1, -0.1, -2.1], [0.3, 1.9, 11.9], [-0.1, 9.9, -2.6], [-9.5, -4.1, 7.9], [-0.2, -0.4, 0.2], [1.9, -3.2, -14.0], [1.8, -1.6, 3.0], [-1.3, 1.0, 8.3], [0.5, -3.4, 4.5], [1.2, 1.8, -0.4]]
}

=====

(2)
{
  "formula": "C14H25N3O2SeSn",
  "method": "ωB97M-V/def2-TZVPD",
  "energy_ha": -3478.9529,
  "gap_ev": 7.4,
  "total_charge": 0,
  "symbols": ["C", "H", "C", "C", "H", "H", "H", "O", "C", "N", "H", "H", "H", "H", "Sn", "H", "C", "C", "H", "C", "H", "H", "C", "C", "H", "H", "C", "H", "Se", "C", "C", "N", "C", "H", "H", "C", "H", "H", "H", "H", "H", "O", "H", "N", "H", "H"],
  "xyz": [[-1.92719, -2.11502, -0.03746], [-0.46541, 3.74833, -0.91078], [2.41684, -0.61471, -3.86216], [2.91235, -0.16408, 2.17294], [-0.39743, 1.34720, 1.77113], [-3.30394, 0.22505, -1.98065], [-3.68170, -0.23487, 0.91540], [1.84378, 1.34873, -2.63804], [2.14827, -2.25842, 3.82589], [-2.18847, -0.75132, -0.48989], [1.36044, -2.20758, -3.10460], [-1.18795, -2.10879, 0.76491], [3.27926, -0.94594, -3.28185], [0.44355, -1.14766, -3.94960], [0.59608, 0.16006, -1.27809], [1.65883, -3.30443, 2.01008], [-3.15958, -0.77620, -1.57621], [-2.67027, 1.57006, 0.35892], [-1.02984, 2.99769, 1.97729], [-0.55655, 2.30268, 1.26707], [2.55724, -0.87643, -4.90936], [3.22215, 0.64129, 1.51947], [-2.65924, 0.06531, 0.63119], [2.63898, -1.08406, 4.37988], [-2.01070, 3.23046, -1.58863], [-1.51995, -2.70227, -0.86219], [2.03623, -2.39036, 2.44984], [2.72326, -0.98462, 5.45429], [2.35770, -1.56703, -0.29327], [3.01713, -0.03813, 3.55061], [2.38065, 0.92017, -3.73536], [1.20427, -1.22177, -3.28209], [-1.46231, 3.38554, -0.65918], [-2.83881, -2.61376, 0.32633], [0.42152, 2.70334, 0.99451], [2.42345, -1.34340, 1.61959], [-4.13212, -1.16784, -1.24039], [-2.78807, -1.41668, -2.37667], [1.84800, -3.07335, 4.47288], [-2.01260, -0.14120, 1.48671], [-3.11075, 2.06763, 1.23817], [2.86617, 1.60273, -4.61522], [3.39950, 0.87883, 3.98195], [-1.35145, 2.12186, 0.06122], [-3.32111, 1.77738, -0.49128], [-1.98021, 4.15558, -0.06731]],
  "forces_ev_per_a": [[0.0, 0.1, 0.0], [0.0, 0.0, 0.0], [0.0, 0.3, 0.0], [0.0, 0.0, 0.0], [0.0, 0.0, 0.0], [0.0, 0.0, 0.0], [0.0, 0.0, 0.1], [-0.3, -0.1, 0.4], [0.0, 0.0, 0.1], [-0.3, -0.2, 0.2], [-0.1, 0.0, 0.1], [0.0, 0.0, 0.0], [0.0, -0.1, 0.0], [0.0, -0.1, 0.0], [0.5, 0.2, -0.7], [0.0, 0.0, 0.0], [0.2, 0.1, 0.1], [0.2, -0.2, -0.1], [0.0, 0.0, 0.0], [0.0, -0.1, -0.1], [0.0, 0.0, 0.0], [0.0, 0.0, 0.0], [0.1, 0.1, -0.1], [0.0, 0.0, 0.0], [0.0, 0.0, 0.0], [0.0, 0.0, 0.0], [0.0, 0.0, 0.0], [0.0, 0.0, 0.0], [0.2, -0.2, 0.1], [0.0, 0.1, 0.1], [0.2, -0.1, -0.2], [-0.1, 0.1, 0.1], [0.0, -0.2, 0.1], [0.0, 0.0, 0.0], [0.0, 0.0, 0.0], [-0.1, 0.1, -0.4], [0.0, 0.0, 0.0], [0.0, 0.0, 0.0], [0.0, 0.0, 0.0], [0.0, 0.0, 0.0], [-0.1, 0.0, 0.0], [-0.1, -0.1, 0.2], [0.0, 0.0, 0.0], [-0.3, 0.3, 0.2], [0.0, 0.0, 0.0], [0.0, 0.0, 0.0]]
}

=====

(3)
{
  "formula": "C45H33ClN4O2PPdS2Se",
  "method": "ωB97M-V/def2-TZVPD",
  "energy_ha": -6231.4261,
  "gap_ev": 4.8,
  "total_charge": -1,
  "symbols": ["Pd", "C", "C", "C", "C", "S", "H", "Cl", "C", "C", "H", "C", "C", "C", "H", "C", "N", "H", "H", "H", "H", "C", "C", "C", "H", "H", "C", "C", "C", "H", "C", "C", "C", "C", "H", "C", "C", "S", "O", "C", "C", "H", "C", "H", "H", "C", "C", "N", "C", "H", "H", "N", "C", "C", "C", "C", "C", "H", "C", "H", "H", "H", "Se", "H", "H", "H", "P", "H", "C", "H", "N", "H", "H", "C", "C", "C", "H", "H", "C", "C", "C", "H", "H", "C", "H", "H", "O", "C", "C", "C"],
  "xyz": [[0.11295, -0.18662, -0.05357], [0.14257, 3.53913, 5.01564], [2.20079, -3.47018, -6.82952], [4.20693, -2.33197, 0.95607], [-2.66524, -0.16287, -1.32904], [-6.91715, 1.98546, 1.12683], [1.05846, -3.95290, 4.39174], [3.05831, 3.80709, -1.47462], [2.16385, -2.18709, 2.22712], [1.03751, -2.41302, -4.89922], [-2.61798, 1.00226, 1.73211], [-7.12869, 2.70651, 2.68100], [-0.41345, -1.08360, 3.21549], [-1.90783, 0.81486, 4.67542], [4.71342, -2.40606, 0.00524], [0.06057, -1.85540, -4.01937], [-0.46452, -0.94083, -1.86940], [-1.38609, -4.11942, 0.91290], [2.22837, -2.25516, 0.09722], [1.76694, 1.93689, 8.03281], [0.80893, 5.33289, 6.00601], [3.04060, -3.17558, -5.80150], [0.09769, 2.15213, 5.09970], [-1.76660, -0.74502, -2.23634], [2.42183, -3.92691, -7.77350], [-2.44119, 1.52000, 5.30036], [0.39556, -1.46043, -2.71045], [1.86094, 2.84755, -2.35585], [1.29381, 2.36776, 7.15973], [-0.29448, 4.05886, 4.17583], [0.32254, -4.46913, 3.79214], [-1.54457, -5.81670, 2.23844], [-5.97752, 2.69386, 3.40609], [-5.22799, 1.65873, 1.46051], [-2.26943, -6.34347, 1.63249], [2.82856, -2.26469, 1.00762], [1.41571, 1.66129, -1.48534], [0.57563, -3.01307, -6.47867], [0.25523, 1.75566, -1.02025], [-1.28384, -1.68256, -4.41359], [2.90207, -2.13757, 3.40249], [2.90477, -2.27449, -3.81657], [0.75997, 4.25151, 6.03222], [0.20488, -6.15092, 5.10981], [1.00060, 3.48576, -2.55347], [-4.39502, 1.02662, 0.48962], [0.68680, 1.56263, 6.21386], [1.32938, 3.68823, 7.08460], [-2.41117, -0.38778, 4.39769], [4.86138, -2.11296, 4.26050], [-1.59113, -1.97954, -5.40696], [-2.22320, 0.20101, -0.08982], [-1.06446, -4.58466, 1.83495], [-4.87441, 0.64941, -0.78117], [4.28580, -2.17721, 3.34677], [-1.09924, -6.37149, 3.42774], [-4.90280, 2.10377, 2.72307], [0.66979, 0.49045, 6.33983], [-3.57592, -0.91642, -3.87973], [-5.47700, -0.19735, -3.27544], [4.09682, -3.37942, -5.82915], [2.32508, 2.50142, -3.27843], [1.16896, 0.82985, 1.79842], [-5.89997, 3.09939, 4.40116], [-3.37389, -0.68996, 4.78461], [1.12490, 0.02155, 4.18120], [0.32952, -2.24384, 2.00489], [-2.16661, -2.24879, 3.28267], [-0.62097, 1.32005, 4.07321], [-8.09191, 3.09027, 2.95294], [-0.19995, -2.10261, 0.56497], [-1.48535, -7.32613, 3.75803], [1.41256, -1.57245, -2.34345], [0.27865, 0.20041, 3.50987], [2.39129, -2.57928, -4.70959], [-1.68713, -1.32104, 3.57296], [-3.89887, -1.21157, -4.87030], [-3.92091, 2.00439, 3.14819], [-0.15584, -5.70506, 4.19265], [-4.02980, 0.05176, -1.69727], [-3.03724, 0.75604, 0.76411], [2.40990, -2.04972, 4.36128], [-5.90982, 0.83221, -1.03775], [4.93858, -2.29234, 2.13238], [-0.89519, 1.98527, 3.23764], [6.01947, -2.33567, 2.10231], [2.18042, 0.70652, -1.30480], [-2.20122, -1.13129, -3.54115], [-0.14233, -3.89837, 2.61571], [-4.44113, -0.35749, -3.00557]],
  "forces_ev_per_a": [[0.4, -0.4, 0.5], [0.0, -0.1, 0.1], [-0.4, 0.2, 0.2], [0.0, 0.0, 0.1], [-1.7, 1.1, 1.9], [0.6, 0.1, 0.7], [0.0, 0.0, 0.1], [0.4, 0.3, 0.1], [-0.4, -0.2, -0.2], [1.0, -0.7, -1.1], [0.1, 0.0, 0.1], [0.1, -0.2, -0.4], [-0.2, -0.3, -0.1], [-0.2, 0.1, 0.0], [0.0, 0.0, -0.1], [-2.2, 0.6, 0.3], [-1.1, 0.2, -0.7], [0.0, 0.1, -0.1], [0.1, 0.0, 0.2], [0.0, -0.1, 0.1], [0.0, 0.1, -0.1], [0.1, -0.3, -0.6], [0.0, 0.2, 0.0], [1.6, -1.1, -1.6], [0.1, -0.1, -0.2], [-0.2, 0.0, 0.1], [0.1, -0.1, 0.0], [-0.4, -0.3, 0.0], [-0.1, -0.3, 0.0], [0.0, 0.0, -0.1], [-0.1, 0.0, -0.1], [0.0, -0.1, 0.1], [-0.6, 0.2, 0.1], [-1.1, 0.7, 1.1], [0.0, 0.0, 0.0], [0.0, -0.1, -0.3], [0.9, 0.0, -0.5], [0.7, 0.0, 0.5], [-0.8, -0.2, 0.3], [1.7, -0.3, 0.2], [-0.2, -0.1, -0.1], [0.1, 0.1, 0.2], [-0.1, 0.1, -0.2], [0.0, 0.0, 0.1], [0.2, 0.0, -0.1], [0.2, -0.8, -1.9], [0.0, 0.1, -0.1], [0.2, 0.3, 0.4], [-0.2, 0.4, 0.2], [0.0, 0.0, 0.1], [-0.1, 0.0, -0.1], [-1.1, -0.1, -1.0], [0.0, 0.0, -0.1], [0.2, 0.6, 1.6], [0.1, 0.0, 0.2], [0.0, -0.1, 0.0], [0.1, -0.4, -0.8], [0.0, -0.1, 0.0], [-0.1, 0.0, -0.1], [-0.1, 0.0, -0.1], [0.2, 0.0, 0.0], [0.0, 0.0, 0.1], [0.0, 0.2, 1.3], [0.0, 0.0, 0.1], [-0.1, 0.0, 0.1], [-0.1, -0.1, -0.1], [0.3, 0.0, 0.5], [0.0, 0.0, 0.0], [-0.1, -0.1, -0.1], [-0.2, 0.1, 0.1], [0.2, 0.2, -0.3], [0.0, -0.1, 0.0], [-0.2, 0.1, 0.0], [0.5, 0.2, -0.6], [-0.8, 0.3, 0.2], [0.7, -0.4, -0.2], [-0.1, 0.0, 0.0], [0.2, -0.1, 0.0], [0.1, -0.1, 0.2], [1.4, -0.6, -0.4], [-0.1, -0.2, -0.3], [-0.1, 0.0, 0.1], [-0.1, 0.0, -0.1], [0.1, 0.0, 0.0], [0.1, -0.1, 0.1], [0.0, 0.0, 0.0], [0.7, 0.4, -0.7], [-0.3, 0.6, 1.4], [0.0, 0.2, 0.0], [-0.1, 0.0, -0.1]]
}